Molecular formula: C19H48O13V2
Method: DFT, the ωB97M-V functional and the def2-TZVPD basis

```
82
Properties=species:S:1:pos:R:3:forces:R:3:mulliken_spin:R:1
O -4.857 9.249 38.185 -0.704 -1.751 0.059 0.01
V -3.952 10.332 37.432 -1.028 0.709 0.002 1.00
O -3.325 11.283 38.549 1.231 1.276 0.647 -0.01
O -0.742 13.181 34.973 -0.040 -0.719 -0.300 0.00
V -1.283 11.991 34.088 -2.032 1.023 -0.098 0.00
O -0.493 12.045 32.723 0.188 -0.556 0.586 0.00
C -3.230 10.294 34.844 1.272 0.657 2.291 0.02
O -4.084 9.569 35.286 -4.447 -3.988 -0.054 -0.13
O -2.794 11.120 35.666 2.390 4.210 1.636 0.06
O -2.602 10.214 33.790 2.027 -0.181 -5.089 -0.03
C -4.307 11.277 29.332 -0.732 0.040 0.321 0.00
C -3.719 10.463 30.444 1.117 -0.099 -0.358 0.00
C -2.198 10.429 30.347 -0.081 -1.195 -0.107 0.00
O -4.031 11.053 31.658 -1.251 1.348 0.788 0.00
H -4.001 10.863 28.371 -0.110 0.250 -0.056 0.00
H -4.044 12.329 29.450 0.353 -0.006 -0.247 0.00
H -5.388 11.233 29.461 -0.175 -0.011 -0.409 0.00
H -4.207 9.488 30.447 0.378 -0.467 -0.278 0.00
H -1.741 10.023 31.250 -0.154 0.233 0.260 0.00
H -1.812 11.435 30.181 0.100 -0.137 -0.151 0.00
H -1.903 9.700 29.593 0.202 0.380 -0.531 0.00
H -3.628 10.531 32.356 0.389 -0.430 0.713 0.00
C -7.379 8.402 36.389 0.285 -0.170 0.352 0.00
C -7.584 8.952 35.002 -2.122 -1.437 -0.523 0.00
C -9.071 9.270 34.732 0.374 -0.164 -0.227 0.00
O -6.793 10.029 34.697 0.707 1.904 -0.046 0.00
H -8.065 7.581 36.596 -0.289 0.124 -0.007 0.00
H -7.501 9.205 37.115 -0.100 -0.122 0.178 0.00
H -6.386 7.987 36.564 0.183 0.267 -0.152 0.00
H -7.310 8.218 34.244 -0.287 -0.641 0.131 0.00
H -9.579 8.306 34.766 -0.310 0.117 0.092 0.00
H -9.228 9.694 33.740 0.240 -0.097 -0.189 0.00
H -9.556 9.972 35.410 0.248 -0.129 0.414 0.00
H -5.913 9.650 34.631 0.925 0.370 0.128 0.00
C -7.992 12.191 37.460 -0.617 0.667 1.094 0.00
C -6.564 12.596 37.257 -0.297 1.587 0.997 -0.01
C -5.838 13.120 38.491 -0.876 0.779 -0.055 0.01
O -5.887 11.496 36.857 2.520 -2.097 -0.924 0.03
H -8.619 13.061 37.658 -0.158 0.216 -0.404 0.00
H -8.065 11.643 38.399 -0.021 -0.664 -0.250 0.00
H -8.352 11.641 36.590 -0.172 -0.054 0.197 0.00
H -6.544 13.357 36.477 0.161 0.391 -0.246 0.00
H -5.942 12.447 39.342 0.367 -0.284 -0.230 0.00
H -6.320 14.048 38.800 -0.070 0.275 0.003 0.00
H -4.798 13.349 38.260 -0.018 -0.358 0.168 0.00
H -6.326 11.069 36.117 -0.267 -0.469 -0.617 0.00
C -3.624 5.639 32.378 0.158 -0.484 0.494 0.00
C -3.963 6.984 33.018 0.403 -1.448 -1.253 0.00
C -5.289 7.547 32.578 -0.251 0.225 -0.358 0.00
O -3.924 6.768 34.418 -0.002 0.322 -0.785 0.00
H -2.592 5.401 32.634 0.078 -0.093 0.101 0.00
H -3.688 5.533 31.295 -0.283 0.487 -0.039 0.00
H -4.244 4.872 32.842 -0.123 -0.115 -0.070 0.00
H -3.147 7.629 32.691 0.059 0.653 0.172 0.00
H -6.115 6.914 32.901 0.026 0.103 0.389 0.00
H -5.415 7.611 31.497 0.406 -0.038 -0.212 0.00
H -5.375 8.572 32.939 -0.337 -0.038 0.181 0.00
H -4.072 7.670 34.714 -0.043 0.520 1.283 0.02
C 0.056 6.936 33.484 0.969 -0.037 -0.833 0.00
C -0.580 6.752 34.823 -0.300 -0.732 -0.426 0.00
C 0.347 6.151 35.849 0.030 0.765 0.330 0.00
O -1.051 8.019 35.221 -0.163 -0.136 0.683 0.02
H -0.652 7.229 32.709 -0.279 -0.266 -0.018 0.00
H 0.593 6.034 33.190 -0.101 -0.111 -0.313 0.00
H 0.779 7.752 33.485 0.206 0.042 0.323 0.00
H -1.385 6.027 34.698 -0.568 0.185 0.015 0.00
H 0.940 5.341 35.425 0.121 0.167 -0.027 0.00
H -0.189 5.756 36.712 -0.096 0.134 -0.027 0.00
H 0.950 6.997 36.177 0.545 -0.300 0.242 0.00
H -1.748 8.220 34.592 -0.302 0.363 0.033 0.01
C -5.118 13.949 32.292 -0.295 -0.333 0.281 0.00
C -3.856 14.212 33.098 -1.800 1.804 1.599 0.00
C -4.173 14.209 34.597 -0.052 0.403 -0.312 0.00
O -2.939 13.238 32.908 2.825 -2.643 -0.338 0.00
H -5.606 13.082 32.739 -0.296 0.069 0.299 0.00
H -5.005 13.604 31.264 0.455 0.598 -0.193 0.00
H -5.776 14.815 32.363 -0.064 -0.103 -0.167 0.00
H -3.381 15.161 32.849 -0.134 0.253 -0.198 0.00
H -4.938 14.957 34.808 0.119 0.096 0.335 0.00
H -3.241 14.388 35.132 -0.142 0.282 0.202 0.00
H -4.521 13.231 34.927 -0.152 -0.099 -0.158 0.00
H -3.384 12.560 32.395 0.086 -1.092 -0.741 0.00
```
Forces are in eV/Å.

## Properties
**Orbital gap (spin up / spin down)**: 4.56 / 6.21 eV
**Multiplicity**: 2
**Expectation value of S²**: 0.7579
**Max |F|**: 6.0 eV Å⁻¹
**Charge**: -1